(1)
Here is 2 unconnected molecules or ions with the total composition C2H10N2O2 from the OMol25 dataset. Energies are from ωB97M-V with the def2-TZVPD basis set.

XYZ file:
```
16
Properties=species:S:1:pos:R:3:forces:R:3
N 2.79183 -0.68086 0.59591 1.1 1.7 2.7
C 1.69812 0.28152 0.81573 0.4 -1.8 -4.1
O 0.72085 -0.03350 1.78816 1.1 -1.3 0.9
H 2.79109 -1.58835 0.18556 -1.0 -0.3 -0.2
H 3.42873 -0.64860 1.41871 -0.5 -0.3 -1.1
H 2.19867 1.22900 0.90292 -0.1 0.5 1.0
H 1.26405 0.37350 -0.28018 0.0 -0.2 2.2
H 1.10166 -0.76880 2.37186 -0.7 1.6 -1.3
N -2.75148 -0.50865 -1.32615 0.7 1.0 1.0
C -1.83284 0.72998 -1.22117 -1.3 -0.4 -3.8
O -1.33798 1.05116 0.06861 -1.3 0.3 -1.7
H -2.28832 -1.29184 -0.84906 0.1 0.3 -0.4
H -3.63815 -0.44270 -0.79943 0.6 0.6 -0.4
H -0.93517 0.41216 -1.91138 -1.5 0.7 1.2
H -2.42027 1.60483 -1.91064 1.7 -2.0 2.7
H -0.79078 0.28116 0.15055 0.9 -0.4 1.3
```
Forces are in eV/Å.

Properties
Energy above the lowest of the compared OMol25 structures with the same formula, charge and spin   52.1 kcal per mole
DFT total energy   -9309.3085 eV
SMILES   NCO.NCO
Net charge   0
Spin multiplicity   1



(2)
Here is a molecular structure, C27H42Br2N2NiO13 from the OMol25 dataset. Energies are from ωB97M-V with the def2-TZVPD basis set.

XYZ file:
```
87
Properties=species:S:1:pos:R:3:forces:R:3
Ni 26.78483 13.67634 -12.51993 0.6 -0.3 -0.2
C 23.64131 17.84293 -9.07160 -0.4 -0.3 -1.2
C 24.35388 16.50445 -9.25479 -0.1 -0.2 1.3
N 23.93255 15.42488 -8.19289 0.5 -0.3 0.7
C 24.11891 16.08967 -6.84992 -1.8 0.9 -0.3
C 22.41488 14.95238 -8.33487 1.2 0.6 -0.1
C 22.09493 14.23449 -9.64753 0.6 -0.2 0.3
C 24.96241 14.27703 -8.34161 -0.8 -0.5 -1.0
C 24.73975 12.94390 -7.52169 -1.2 2.0 -0.2
O 23.71987 12.15184 -8.12016 0.9 0.2 1.4
C 24.18132 11.22637 -9.11355 0.1 0.5 -0.6
H 23.95152 18.44251 -9.92739 0.1 0.1 -0.1
H 23.91758 18.41859 -8.18820 0.0 -0.3 0.0
H 22.56056 17.75423 -9.18205 -0.1 0.1 0.2
H 25.40313 16.74794 -9.08774 0.2 -0.7 0.2
H 24.31392 15.99030 -10.21507 -0.4 0.4 0.0
H 25.07956 16.57848 -6.68778 0.1 -0.7 -0.4
H 23.77054 15.54179 -5.97438 0.4 -0.7 -0.4
H 23.39240 16.89948 -6.91711 0.1 0.2 0.4
H 21.86419 15.89263 -8.30730 0.0 -0.1 0.3
H 22.27557 14.39576 -7.40812 -0.3 -0.1 -0.2
H 22.21062 13.15122 -9.61223 0.2 0.2 0.2
H 22.80138 14.61403 -10.38577 -0.4 -0.2 -0.5
H 21.06737 14.40727 -9.96748 0.1 0.4 0.0
H 25.87955 14.84818 -8.19754 0.3 -0.7 0.0
H 24.81586 14.00110 -9.38588 0.8 0.0 -0.3
H 24.37031 13.33436 -6.57344 -0.4 -0.5 0.4
H 25.65920 12.42686 -7.24717 0.2 -0.1 -0.7
H 24.18878 11.74779 -10.07071 0.1 -0.2 -0.3
H 23.48582 10.38837 -9.16003 0.0 0.1 0.2
H 25.20022 10.88825 -8.92479 0.0 -0.1 0.2
C 29.06624 10.13236 -13.86000 -2.7 5.2 2.0
C 30.40432 9.94616 -13.64302 1.9 -4.0 -0.2
C 31.37663 11.05754 -13.14350 3.4 0.9 0.8
O 32.65796 10.97334 -13.08574 -2.5 -1.5 -0.9
C 30.90850 12.28618 -12.63008 -4.3 0.4 -0.3
C 29.48956 12.56454 -12.69806 1.6 -2.2 -0.7
C 28.48719 11.44393 -13.33009 2.4 -1.8 -1.3
O 27.30320 11.80845 -13.38430 -0.4 0.0 0.4
O 28.89941 13.59844 -12.32567 -0.5 1.1 0.4
O 30.83312 8.73875 -13.80373 0.5 2.4 0.3
H 28.39144 9.32395 -14.09983 0.1 0.0 -0.1
H 31.59851 13.02193 -12.24412 0.1 0.0 -0.1
C 23.84597 14.03446 -15.42526 3.4 -0.1 3.2
C 22.56855 13.61847 -15.33511 -4.4 1.2 -4.4
C 22.00877 12.80932 -14.18254 -3.3 -2.4 -0.1
O 20.85550 12.23606 -14.18223 1.8 1.9 -1.0
C 22.80325 12.49995 -13.10604 4.0 1.2 1.8
C 24.12881 13.06052 -12.99502 -2.3 0.3 -2.7
C 24.68621 13.85166 -14.26522 -2.7 -1.0 -2.0
O 25.87414 14.16577 -14.27271 2.0 0.7 1.0
O 24.94849 12.99283 -12.07367 0.4 -0.5 1.7
O 21.80915 13.92586 -16.35438 0.6 -1.2 2.6
H 24.24734 14.47417 -16.32635 -0.1 0.1 0.1
H 22.46515 11.76106 -12.39462 -0.1 0.1 0.2
O 26.65282 15.25197 -11.34384 -0.3 1.4 1.0
H 25.95904 15.92595 -11.20618 0.6 -0.8 -0.8
C 28.71576 13.47179 -8.84147 -0.8 -0.6 0.4
N 27.75285 12.44102 -9.36048 -0.2 -1.4 -2.1
O 27.86294 11.26140 -8.94345 -0.5 2.5 -0.5
O 26.98035 12.81695 -10.26947 1.5 -1.6 2.9
H 28.25247 14.41031 -9.14584 0.5 0.1 0.0
H 29.71586 13.27530 -9.22784 -0.3 0.1 -0.5
H 28.75489 13.28617 -7.76811 -0.1 0.3 0.1
Br 27.00782 18.31723 -7.02043 0.6 0.4 -0.7
C 28.13924 18.89325 -8.54091 1.6 0.1 -0.5
C 28.54483 17.71618 -9.42321 -0.1 -0.1 -0.5
Br 29.53112 18.37154 -11.05949 -0.8 -0.3 1.1
H 29.07924 19.30015 -8.16816 -0.2 0.0 0.7
H 27.72626 19.74034 -9.08861 -0.8 -0.5 0.1
H 27.68384 17.10658 -9.69738 0.1 0.0 -0.7
H 29.28404 17.04076 -8.99252 -0.2 0.3 0.3
C 25.02540 17.94449 -13.33463 0.0 -0.1 -0.1
C 26.42784 18.52744 -13.50992 0.3 -0.3 0.0
O 26.36155 19.62321 -14.44348 0.6 1.0 -0.7
C 27.49871 20.54614 -14.56506 -0.5 -1.7 3.1
C 27.72903 21.17447 -13.14487 1.4 1.5 -1.4
H 24.51092 17.89092 -14.29408 0.1 -0.1 0.0
H 25.03884 16.94284 -12.90498 0.4 -0.2 -0.3
H 24.38193 18.49947 -12.65195 0.1 0.6 0.0
H 26.87339 18.73474 -12.53698 -0.3 0.9 0.3
H 27.15712 17.78500 -13.83400 -0.3 -0.4 -0.7
H 28.43690 20.04422 -14.80162 0.0 -0.7 0.0
H 27.43687 21.24719 -15.39741 -1.1 0.1 0.3
H 28.64789 21.74349 -13.28633 0.5 0.2 0.0
H 28.02113 20.53569 -12.31136 -0.6 -0.4 -0.4
H 27.06919 21.98345 -12.83139 -0.7 -0.5 -0.1
```
Forces are in eV/Å.

Properties
DFT total energy   -239398.3437 eV
Net charge   -2
Spin multiplicity   3



(3)
Here is 2 unconnected molecules or ions with the total composition CH6NPS from the OMol25 dataset. Energies are from ωB97M-V with the def2-TZVPD basis set.

XYZ file:
```
10
Properties=species:S:1:pos:R:3:forces:R:3
C -1.40291 -0.76594 -0.62321 -1.6 1.5 -0.8
N 2.81955 -0.26186 0.54440 -0.2 -2.8 -0.4
P 1.21186 0.28312 0.22956 0.5 1.7 0.6
S 0.19477 -1.17985 -0.64821 0.3 -1.3 -0.1
H -2.03962 -1.26779 -1.37637 0.6 0.1 0.6
H -1.72751 0.30053 -0.42115 0.5 -1.4 0.1
H 3.85802 -0.25366 -2.86750 0.1 0.2 0.4
H 3.11759 0.06834 1.46442 -0.1 -0.4 -0.3
H 2.95349 -1.33694 0.44497 -0.1 2.6 0.4
H 3.95897 0.02143 -2.17221 -0.1 -0.2 -0.4
```
Forces are in eV/Å.

Properties
Energy above the lowest of the compared OMol25 structures with the same formula, charge and spin   78.5 kcal per mole
DFT total energy   -22745.3753 eV
Net charge   0
Spin multiplicity   1



(4)
Here is 2 unconnected molecules or ions with the total composition C7H14SSi from the OMol25 dataset. Energies are from ωB97M-V with the def2-TZVPD basis set.

XYZ file:
```
23
Properties=species:S:1:pos:R:3:forces:R:3
C 0.14353 0.92682 -0.05924 -2.0 -1.9 0.5
C 2.52155 1.76633 -0.76234 1.3 -1.9 0.2
C 2.37743 2.49448 0.51499 -0.9 -1.6 1.7
C 1.24681 1.52152 -0.07942 0.9 2.5 -0.5
C -0.38728 -2.17828 -0.14515 1.2 3.6 -0.7
C -2.21629 -0.17354 -1.57548 -0.7 -0.5 -0.4
C -2.16558 -0.31293 1.54735 -0.4 0.6 -0.6
Si -1.23568 -0.40418 -0.04094 2.2 -0.1 0.3
S 3.62064 -1.46973 0.11870 1.0 1.1 -0.3
H 2.77296 2.25268 -1.68184 -0.6 0.3 -0.5
H 3.00506 0.77558 -0.65449 0.5 0.8 -0.3
H 2.76371 1.94855 1.42554 -0.1 1.2 -1.0
H 2.20387 3.57615 0.54412 0.0 -0.6 0.0
H 2.86717 -2.46457 0.44505 -1.0 -1.2 0.4
H -0.02411 -2.31104 0.88149 -0.1 -0.8 -0.5
H -1.12565 -2.79952 -0.59657 -0.3 -1.0 0.2
H 0.46761 -1.95524 -0.88177 -1.1 -0.8 1.1
H -3.26598 0.19452 -1.49890 0.8 -0.4 -0.1
H -1.61504 0.52024 -2.12743 0.1 0.7 -0.5
H -2.11755 -1.11486 -2.15468 -0.6 0.4 0.3
H -1.62766 -0.60979 2.41510 0.6 -0.6 0.6
H -2.45265 0.71274 1.75636 -0.5 0.1 -0.2
H -3.02555 -0.95459 1.38269 -0.4 0.0 0.4
```
Forces are in eV/Å.

Properties
Energy above the lowest of the compared OMol25 structures with the same formula, charge and spin   126.4 kcal per mole
DFT total energy   -26193.5832 eV
Net charge   0
Spin multiplicity   1



The lowest DFT total energy belongs to which entry? C27H42Br2N2NiO13



What is the net charge in the fourth record? 0



Which value of DFT total energy does entry 1 give? -9309.3085 eV